# 1
Entry from the OMol25 dataset: a 10-piece molecular cluster, C40H60O30 overall (ωB97M-V/def2-TZVPD).

Each line ends with the Mulliken spin population.
Positions of all 130 atoms, in Å:
C1 -0.695 -5.568 -0.172  0.006
O1 -3.996 -1.800 4.875  -0.116
C2 5.718 2.275 2.998  -0.008
C3 -5.040 -4.708 -2.694  0.016
H1 0.219 2.636 2.585  0.320
H2 6.708 -3.653 2.120  -0.002
H3 1.590 0.320 -5.395  -0.008
H4 0.148 2.614 4.866  0.088
C4 3.793 4.409 0.680  0.062
H5 -1.159 -4.185 -1.587  -0.003
H6 -0.087 1.195 0.617  0.009
H7 -3.034 -3.275 -1.364  0.058
O2 2.685 1.075 4.705  -0.102
H8 -2.909 6.082 -2.922  -0.002
H9 -4.369 5.879 -2.044  -0.165
O3 -4.328 5.663 -4.088  -0.162
H10 5.640 -4.685 1.178  -0.005
O4 -0.986 -0.635 0.812  0.441
H11 7.125 -3.156 -0.383  -0.014
H12 -5.310 -0.653 3.701  0.052
C5 0.138 1.756 -4.750  -0.055
C6 -0.670 -1.860 0.553  0.358
H13 0.021 -4.908 0.317  0.015
H14 -4.227 -2.342 -0.303  -0.039
H15 -4.132 -4.525 -3.269  -0.002
O5 6.554 -1.534 0.670  -0.016
H16 -4.550 -1.718 1.844  -0.013
O6 0.054 -6.772 -0.090  -0.012
C7 2.710 0.418 3.553  0.095
H17 -2.027 4.810 2.581  -0.023
C8 -3.773 5.423 -2.835  0.331
O7 -1.648 0.528 -5.247  -0.056
H18 -4.375 3.284 -2.235  -0.330
C9 -0.882 -5.239 -1.615  0.060
C10 3.772 1.935 4.629  0.135
C11 3.442 3.241 -0.268  -0.104
C12 6.083 -0.580 -0.154  0.045
H19 5.560 -3.022 -1.794  -0.036
C13 1.608 1.392 -5.202  0.092
O8 5.169 -1.110 -0.939  -0.063
H20 -1.219 4.215 1.079  -0.602
H21 -1.972 4.069 -1.428  -0.060
C14 -0.705 3.001 4.308  -0.303
O9 -0.358 -8.925 0.758  -0.001
H22 4.977 -3.144 1.752  0.008
H23 -1.742 -5.769 -2.024  -0.002
C15 -3.595 0.365 3.794  0.326
C16 -0.658 -7.736 0.584  0.001
C17 4.842 1.289 3.721  0.039
H24 4.189 -2.970 -0.649  0.024
O10 3.167 3.789 -1.574  -0.045
H25 6.781 2.283 3.237  -0.017
H26 -2.174 2.470 -2.021  -0.027
O11 1.879 -0.371 3.202  -0.038
H27 4.189 2.134 5.616  0.003
H28 -1.428 2.200 4.155  0.423
C18 -4.293 -1.025 3.820  -0.139
C19 0.734 5.726 2.793  0.378
O12 -1.796 -7.212 0.915  0.002
H29 3.537 4.127 1.701  0.017
C20 2.120 2.540 0.009  1.319
H30 2.230 1.456 -0.008  -0.088
C21 1.635 -0.614 -1.558  0.158
O13 -3.842 3.427 -4.115  -0.132
H31 -1.407 2.321 -6.260  0.013
H32 1.692 -0.511 0.403  -0.081
H33 -0.743 0.675 -0.883  -0.136
C22 1.939 3.572 -2.016  0.062
O14 -0.506 5.794 2.088  -0.490
C23 -0.124 3.589 2.989  -1.921
C24 0.868 -0.601 -0.305  -1.059
C25 -2.240 3.514 -2.327  -0.917
H34 2.129 -1.571 -1.727  0.053
H35 0.096 -5.275 -2.094  -0.009
C26 -5.103 -4.043 -1.381  -0.005
H36 -2.593 0.188 3.403  0.059
C27 -4.059 -2.947 -1.194  0.073
O15 -2.107 -0.160 -3.091  -0.146
C28 -1.398 0.417 -3.986  -0.208
C29 -0.831 1.510 -5.814  0.084
O16 0.955 4.469 3.302  0.117
C30 -0.277 0.299 0.027  -0.001
H37 -2.871 -1.600 2.312  0.073
O17 -0.208 0.962 -3.677  0.291
O18 -3.711 -3.147 3.150  0.020
O19 0.327 -1.855 -0.209  0.229
H38 -6.140 -3.736 -1.247  -0.007
C31 5.881 -3.648 1.410  0.005
O20 -5.170 4.419 -5.748  -0.002
H39 -5.951 -4.392 -3.200  -0.014
H40 5.354 0.570 4.360  -0.001
O21 1.494 6.664 2.825  -0.025
O22 -1.256 -2.845 0.922  0.026
C32 -4.515 4.502 -4.711  0.097
O23 1.268 2.993 -1.077  -0.108
H41 -0.145 1.112 -6.561  0.004
H42 -1.106 3.882 4.808  -0.073
C33 5.170 -2.559 -0.888  0.110
H43 5.688 2.176 1.913  0.022
H44 4.830 4.746 0.663  -0.003
H45 -1.507 3.610 -3.128  -0.034
O24 -3.808 -3.948 5.188  -0.003
H46 0.999 -0.457 -2.429  -0.022
H47 3.273 5.346 0.481  -0.005
H48 1.755 2.777 1.009  -0.244
O25 3.914 0.619 2.894  -0.038
O26 -5.182 -6.066 -2.490  0.001
C34 -3.605 3.865 -2.743  1.333
H49 -3.452 0.814 4.777  0.114
H50 0.113 2.832 -4.576  -0.002
C35 6.261 -2.819 0.190  -0.006
O27 1.450 4.006 -3.018  -0.138
H51 5.518 3.293 3.332  -0.002
O28 -4.847 -5.152 -0.468  -0.015
O29 6.459 0.619 -0.071  -0.040
H52 2.423 0.140 -1.539  0.051
C36 -3.913 -3.056 4.438  -0.044
C37 -3.856 -1.907 2.663  0.108
H53 -4.210 1.109 3.288  -0.087
H54 3.555 2.907 4.186  -0.001
H55 -4.141 -2.127 -1.907  -0.015
O30 -5.028 -7.523 -0.682  0.000
C38 -1.092 4.481 2.129  1.921
H56 -2.799 -5.835 0.063  0.004
H57 2.260 1.518 -4.338  0.006
C39 -5.013 -6.339 -1.191  -0.001
H58 1.944 1.994 -6.046  0.011
H59 -2.140 -5.190 1.469  -0.004
C40 -1.906 -5.909 0.684  0.001
H60 4.304 2.580 -0.346  -0.078

Computed properties:
Multiplicity: 2
LUMO (alpha / beta) in eV: 1.61 / 1.55
Orbital gap (alpha / beta) in eV: 1.54 / 10.02
M in g/mol: 1020.9
Expectation value of S²: 0.75
Relative energy (zero: lowest compared OMol25 entry of this formula, charge and spin) in kcal per mole: 75.1
Charge: -1



# 2
Entry from the OMol25 dataset: an isolated molecule of C18H24ClNO4 (ωB97M-V/def2-TZVPD).

Each line ends with the natural charge from an NBO analysis.
Positions of all 48 atoms, in Å:
H1 -1.709 -2.819 -3.500  0.233
H2 2.216 2.201 2.634  0.198
C1 -1.263 0.115 2.606  -0.248
H3 2.588 -0.576 -2.719  0.211
C2 2.358 4.689 3.982  -0.603
C3 1.637 2.224 3.554  -0.070
C4 -0.946 -0.837 -4.130  0.671
C5 1.625 0.457 -1.063  -0.511
C6 0.400 -1.787 2.128  -0.423
H4 0.524 -1.418 4.287  0.220
H5 -2.615 -2.029 -4.565  0.242
H6 2.816 1.132 -2.678  0.216
O1 0.432 -1.574 -1.141  -0.545
Cl1 -2.949 2.097 3.581  0.003
H7 2.607 4.657 2.885  0.203
H8 1.228 1.475 -0.908  0.223
C7 1.260 -1.570 3.472  -0.501
H9 1.362 1.263 -4.338  0.197
H10 0.122 1.110 -2.989  0.213
H11 3.283 2.937 4.678  0.197
C8 -0.392 -0.016 0.364  -0.160
C9 1.934 -0.212 3.357  0.813
C10 -1.142 1.041 0.075  -0.173
N1 0.401 -0.671 -3.970  -0.608
H12 1.325 5.014 4.046  0.205
O2 2.950 -0.149 2.745  -0.574
H13 -2.373 2.762 0.725  0.238
H14 -1.283 -0.217 3.639  0.227
O3 -1.608 0.208 -4.354  -0.648
C11 2.089 0.342 -2.506  -0.400
C12 0.941 0.589 -3.487  -0.210
O4 1.415 0.879 4.144  -0.549
H15 2.488 0.271 -0.402  0.258
H16 -1.134 -2.839 -5.224  0.230
C13 -1.601 -2.219 -4.383  -0.711
C14 -0.494 -0.596 1.685  0.041
H17 1.829 -2.485 3.546  0.250
C15 -1.900 1.327 2.379  -0.009
H18 -1.189 1.338 -0.954  0.220
C16 -1.826 1.840 1.063  -0.221
C17 0.566 -0.477 -0.620  0.594
H19 0.949 -1.525 -3.859  0.396
H20 1.094 -2.278 1.370  0.242
H21 3.057 5.256 4.482  0.214
H22 0.672 2.689 3.325  0.176
H23 1.763 3.099 5.561  0.213
C18 2.259 3.228 4.602  -0.409
H24 -0.366 -2.543 2.273  0.231

Computed properties:
LUMO in eV: 0.33
Orbital gap in eV: 9.59
M in g/mol: 353.8
Relative energy (zero: lowest compared OMol25 entry of this formula, charge and spin) in kcal per mole: 63.8
Charge: 0
SMILES string: CCCOC(=O)CCc1cc(Cl)ccc1C(=O)CCCNC(C)=O



# 3
Entry from the OMol25 dataset: an isolated molecule of C2H3FO2S (ωB97M-V/def2-TZVPD).

Each line ends with the natural charge from an NBO analysis.
Positions of all 9 atoms, in Å:
C1 -0.578 -0.637 1.009  -0.597
H1 0.295 -1.047 1.665  0.241
H2 -1.306 -1.179 0.378  0.216
H3 -0.119 -0.682 -1.562  0.176
S1 -0.188 0.893 0.161  2.089
F1 1.916 -0.380 -0.933  -0.299
O1 -1.345 1.372 -0.491  -0.929
C2 0.647 -0.026 -1.169  0.011
O2 0.678 1.686 0.942  -0.909

Computed properties:
LUMO (alpha / beta) in eV: -1.22 / -1.58
Orbital gap (alpha / beta) in eV: 9.39 / 8.61
M in g/mol: 110.1
Relative energy (zero: lowest compared OMol25 entry of this formula, charge and spin) in kcal per mole: 109.6
Charge: 0



# 4
Entry from the OMol25 dataset: a 2-piece molecular cluster, C3H9N4S overall (ωB97M-V/def2-TZVPD).

Each line ends with the natural charge from an NBO analysis.
Positions of all 17 atoms, in Å:
C1 -3.818 -0.366 -0.043  -0.430
H1 -4.149 -1.400 -0.064  0.232
H2 0.480 -0.721 1.956  0.428
C2 1.174 -0.605 0.006  0.394
N1 -2.581 -0.412 0.074  0.102
N2 1.561 0.257 -0.877  -0.541
H3 2.499 2.104 -1.287  0.249
H4 1.227 0.751 1.600  0.417
N3 -1.462 -0.384 0.035  -0.144
S1 1.360 -2.284 -0.363  0.113
H5 1.913 -0.078 -1.852  0.450
H6 1.393 -3.008 0.893  0.213
N4 1.032 -0.225 1.304  -0.764
H7 -4.503 0.324 0.373  0.251
C3 1.606 1.733 -0.751  -0.444
H8 1.660 2.157 0.317  0.225
H9 0.610 2.157 -1.320  0.248

Computed properties:
LUMO in eV: -3.42
Orbital gap in eV: 8.55
M in g/mol: 133.2
Relative energy (zero: lowest compared OMol25 entry of this formula, charge and spin) in kcal per mole: 73.4
Charge: +1



# 5
Entry from the OMol25 dataset: C22H23N4O4PdSeTe as an isolated structure (ωB97M-V/def2-TZVPD).

Each line ends with the natural charge from an NBO analysis.
Positions of all 56 atoms, in Å:
C1 1.116 2.957 1.944  -0.276
O1 4.352 -1.718 1.862  -0.604
C2 -3.772 0.623 -1.217  -0.216
H1 -1.402 -1.113 -0.564  0.243
H2 -4.354 1.058 -0.412  0.223
H3 2.549 3.131 -0.434  0.407
Pd1 1.853 0.405 -0.398  0.815
C3 -1.769 1.639 -0.125  -0.663
C4 -1.671 0.253 -2.284  -0.258
C5 3.429 2.612 2.515  -0.253
H4 3.919 -3.147 2.633  0.516
N1 3.614 0.971 -2.396  -0.338
H5 -1.098 -0.264 -5.093  0.236
H6 3.676 2.064 0.083  0.427
H7 -2.483 1.806 0.680  0.244
H8 -6.414 0.664 -2.316  0.239
H9 -0.892 1.146 0.298  0.226
H10 -4.151 -1.231 -4.011  0.217
O2 1.593 -5.091 2.900  -0.569
H11 -0.194 -3.981 1.685  0.461
H12 -2.143 -1.681 -5.078  0.248
O3 3.457 -0.108 0.605  -0.688
C6 0.020 -2.138 0.645  0.420
C7 2.109 -1.916 1.195  -0.027
C8 -2.399 0.823 -1.224  -0.037
H13 -0.182 3.490 3.559  0.222
C9 -4.420 -0.111 -2.207  0.032
H14 -6.251 -0.979 -2.936  0.227
Te1 0.325 0.839 -2.498  0.682
C10 -5.911 -0.291 -2.165  -0.639
C11 1.839 3.201 4.224  -0.206
C12 -3.660 -0.655 -3.235  -0.164
O4 3.541 -4.000 2.975  -0.640
H15 4.441 2.364 2.217  0.230
H16 -1.455 2.622 -0.488  0.226
C13 3.053 0.028 -2.737  -0.009
C14 1.694 -3.081 1.754  0.043
N2 1.059 -1.332 0.515  -0.510
H17 0.336 2.976 1.194  0.207
N3 0.381 -3.202 1.392  -0.468
C15 -1.359 -1.949 0.126  -0.668
N4 2.705 2.347 0.192  -0.823
C16 2.292 -4.156 2.604  0.765
H18 3.924 2.849 4.582  0.232
H19 -1.693 -2.844 -0.399  0.245
H20 -2.048 -1.760 0.950  0.248
C17 3.407 -1.240 1.260  0.777
C18 -2.285 -0.476 -3.305  -0.065
Se1 1.739 -1.198 -3.245  0.193
C19 3.134 2.884 3.844  -0.179
H21 -0.677 -1.676 -4.116  0.201
H22 1.615 3.417 5.259  0.229
C20 2.418 2.654 1.573  0.199
H23 -6.228 -0.677 -1.196  0.233
C21 -1.508 -1.053 -4.457  -0.635
C22 0.830 3.241 3.269  -0.178

Computed properties:
LUMO in eV: -4.78
Orbital gap in eV: 7.00
M in g/mol: 720.4
Relative energy (zero: lowest compared OMol25 entry of this formula, charge and spin) in kcal per mole: 26.8
Charge: +1



# 6
Entry from the OMol25 dataset: C5H11O6PS as an isolated structure (ωB97M-V/def2-TZVPD).

Each line ends with the natural charge from an NBO analysis.
Positions of all 24 atoms, in Å:
H1 0.985 2.699 1.313  0.260
O1 -0.533 1.739 2.488  -0.627
H2 0.151 -0.979 -3.038  0.164
C1 -0.075 -2.329 -1.317  -0.644
C2 0.065 2.097 1.220  -0.133
O2 -2.865 1.235 1.340  -0.877
S1 -1.696 0.656 2.025  2.431
C3 0.170 0.769 -1.103  -0.086
O3 2.602 0.906 2.100  -1.070
O4 -2.134 -0.302 3.053  -0.855
H3 0.434 -2.003 -0.393  0.194
H4 1.112 0.488 -1.611  0.185
O5 -0.948 0.021 -1.518  -0.507
H5 -0.719 2.705 0.718  0.218
O6 -0.788 -0.157 0.905  -0.662
P1 1.954 -0.029 1.081  1.435
H6 -0.045 1.822 -1.389  0.199
H7 0.571 -2.969 -1.955  0.215
H8 -0.921 -2.976 -1.008  0.226
H9 2.730 -0.113 -0.123  -0.068
C4 0.304 0.717 0.506  -0.102
H10 1.739 -1.329 1.640  -0.030
C5 -0.583 -1.156 -2.222  -0.066
H11 -1.510 -1.514 -2.713  0.201

Computed properties:
LUMO in eV: 0.34
Orbital gap in eV: 10.68
M in g/mol: 230.2
Relative energy (zero: lowest compared OMol25 entry of this formula, charge and spin) in kcal per mole: 113.3
Charge: 0